# C4H5F2N

A single C4H5F2N molecule in a non-equilibrium geometry (wB97M-V/def2-TZVPD, the OMol25 dataset).

## Properties
Strongest force on any atom: 4.495 eV/A
Orbital gap: 10.42 eV
E_HOMO: -9.632 eV

Geometry as XYZ:
```
12
Properties=species:S:1:pos:R:3:lowdin_charge:R:1
H 3.4568 1.1911 -0.2389 0.0532
N 2.5608 1.0958 -0.6642 0.1732
C 1.7116 0.4857 0.0145 -0.4431
F 1.9058 -0.3314 1.0541 0.0761
C 0.2477 0.4404 -0.3239 0.0454
C -0.6104 -0.3844 0.3688 -0.2585
C -1.9940 -0.5657 -0.0559 -0.0243
F -0.2071 -1.0839 1.5139 0.0261
H -0.0694 0.8512 -1.2140 0.0833
H -2.5511 0.1593 0.5371 0.1003
H -2.4086 -1.4927 0.1511 0.0629
H -2.0422 -0.3655 -1.1426 0.1054
```

=====

# C50H42BiN4O4P2

A molecular structure, C50H42BiN4O4P2 (wB97M-V/def2-TZVPD, the OMol25 dataset).

## Properties
Total charge: +1
Strongest force on any atom: 0.467 eV/A
Orbital gap: 7.86 eV
E_HOMO: -10.428 eV

Geometry as XYZ:
```
103
Properties=species:S:1:pos:R:3:lowdin_charge:R:1
Bi 1.0601 -0.7271 -0.8252 1.7756
O 1.7076 -2.3516 -4.8585 0.0603
C 1.6653 -1.6882 -3.8329 -0.5266
N 0.8966 -1.9168 -2.7515 -0.1734
C -0.0026 -3.0572 -2.8268 -0.1648
C -1.3243 -2.7712 -2.1622 -0.2662
C -2.4971 -3.3674 -2.6022 -0.0038
C -3.6757 -3.1165 -1.9213 -0.0340
C -3.6530 -2.2827 -0.8134 -0.0352
C -2.4457 -1.7287 -0.4390 -0.1358
N -1.3050 -1.9579 -1.0993 0.0043
C 2.5231 -0.4464 -3.7138 -0.2153
C 3.3030 -0.0412 -4.7790 0.0214
C 4.0197 1.1395 -4.6621 -0.0165
C 3.9421 1.8643 -3.4827 -0.0158
C 3.1603 1.3812 -2.4510 -0.0967
N 2.4578 0.2496 -2.5727 -0.0278
H -0.1462 -3.3450 -3.8677 0.1217
H 0.4370 -3.9289 -2.3213 0.1299
H -2.4774 -4.0130 -3.4704 0.1225
H -4.6035 -3.5649 -2.2527 0.1169
H -4.5488 -2.0572 -0.2522 0.1134
H -2.3789 -1.0876 0.4311 0.0939
H 3.3201 -0.6556 -5.6677 0.1273
H 4.6348 1.4906 -5.4804 0.1202
H 4.4870 2.7887 -3.3538 0.1186
H 3.1038 1.8863 -1.4966 0.0969
N 2.8576 -2.5292 -0.4866 -0.0490
C 3.8569 -2.1173 0.5199 -0.1350
C 3.9987 -0.5934 0.6204 -0.6702
O 5.0183 -0.1453 1.1002 0.0641
O 2.9785 0.1000 0.2136 -0.3120
H 2.4993 -3.4592 -0.3002 0.0911
H 3.2679 -2.5530 -1.4153 0.0889
H 4.8440 -2.5288 0.3171 0.1296
H 3.5386 -2.4669 1.5036 0.1071
O -1.2357 1.3570 1.3222 -0.0758
C -2.4242 1.4600 0.6505 -0.2961
C -3.6665 1.2931 1.2408 -0.0068
C -4.7970 1.2827 0.4341 -0.0621
C -4.6859 1.4192 -0.9415 -0.0746
C -3.4347 1.5927 -1.5190 -0.0680
C -2.2902 1.6478 -0.7303 -0.2847
P -0.5951 1.7775 -1.3965 1.0569
C -0.8443 2.3080 -3.1253 -0.3591
C -0.3477 1.4717 -4.1216 -0.0976
C -0.4942 1.7942 -5.4645 -0.0624
C -1.1463 2.9618 -5.8244 -0.0655
C -1.6749 3.7899 -4.8406 -0.0636
C -1.5327 3.4643 -3.5016 -0.0888
C 0.1207 3.1794 -0.4591 -0.3472
C -0.5141 4.4146 -0.3365 -0.0812
C 0.0755 5.4375 0.3917 -0.0680
C 1.2989 5.2371 1.0170 -0.0674
C 1.9214 4.0010 0.9294 -0.0577
C 1.3332 2.9781 0.1988 -0.1153
C -1.1636 1.4124 2.7013 -0.2732
C -1.6510 2.5100 3.3907 -0.0022
C -1.5226 2.5444 4.7696 -0.0505
C -0.8977 1.5022 5.4448 -0.0607
C -0.3865 0.4270 4.7366 -0.0702
C -0.5162 0.3637 3.3507 -0.2858
P 0.1536 -0.9975 2.3298 1.0676
C 1.6198 -1.5163 3.2982 -0.3847
C 1.7950 -2.7938 3.8238 -0.0896
C 2.9916 -3.1328 4.4468 -0.0762
C 4.0182 -2.2052 4.5424 -0.0688
C 3.8493 -0.9288 4.0202 -0.0661
C 2.6584 -0.5867 3.4014 -0.1195
C -1.0363 -2.3637 2.5877 -0.3898
C -0.8585 -3.5059 1.8032 -0.1446
C -1.7282 -4.5797 1.8981 -0.0733
C -2.8114 -4.5137 2.7665 -0.0731
C -3.0097 -3.3778 3.5358 -0.0668
C -2.1261 -2.3069 3.4508 -0.0698
H -3.7504 1.1492 2.3100 0.1231
H -5.7711 1.1578 0.8899 0.1131
H -5.5687 1.3945 -1.5661 0.1094
H -3.3500 1.6881 -2.5939 0.1071
H 0.1406 0.5458 -3.8464 0.0659
H -0.1039 1.1273 -6.2229 0.1115
H -1.2543 3.2247 -6.8688 0.1107
H -2.2088 4.6903 -5.1161 0.1111
H -1.9823 4.1055 -2.7587 0.0951
H -1.4871 4.5825 -0.7745 0.0963
H -0.4275 6.3929 0.4722 0.1094
H 1.7605 6.0397 1.5777 0.1096
H 2.8661 3.8235 1.4284 0.1146
H 1.8363 2.0167 0.1654 0.0467
H -2.1146 3.3260 2.8499 0.1314
H -1.9053 3.3946 5.3189 0.1134
H -0.8003 1.5351 6.5216 0.1111
H 0.1301 -0.3717 5.2560 0.1185
H 1.0007 -3.5265 3.7610 0.0972
H 3.1183 -4.1263 4.8579 0.1072
H 4.9513 -2.4764 5.0188 0.1094
H 4.6541 -0.2075 4.0733 0.1159
H 2.5421 0.4017 2.9688 0.1123
H -0.0272 -3.5478 1.1043 0.0907
H -1.5681 -5.4636 1.2940 0.1087
H -3.4978 -5.3475 2.8388 0.1083
H -3.8531 -3.3217 4.2123 0.1086
H -2.2937 -1.4270 4.0593 0.1005
```

=====

# ClOP

A single ClOP molecule in a non-equilibrium geometry (wB97M-V/def2-TZVPD, the OMol25 dataset).

## Properties
Strongest force on any atom: 8.356 eV/A
Orbital gap (spin up / spin down): 7.59 / 7.59 eV
E_HOMO (spin up / spin down): -10.260 / -10.257 eV

Geometry as XYZ:
```
3
Properties=species:S:1:pos:R:3:lowdin_charge:R:1
O 0.4884 -1.0916 0.2587 -0.6456
P 0.4729 0.9322 -0.1537 0.5193
Cl -1.4240 1.4656 -0.4102 0.1263
```

=====

# C37H48ClN8O7P2Re

A molecular structure, C37H48ClN8O7P2Re in a non-equilibrium geometry (wB97M-V/def2-TZVPD, the OMol25 dataset).

## Properties
Total charge: +3
2S+1: 4
Strongest force on any atom: 3.204 eV/A
Expectation value of S²: 3.770
Orbital gap (spin up / spin down): 6.85 / 6.66 eV
E_HOMO (spin up / spin down): -15.205 / -15.429 eV

Geometry as XYZ:
```
104
Properties=species:S:1:pos:R:3:mulliken_spin:R:1
Re -10.4923 2.6220 18.2499 2.0774
Cl -17.2081 4.3507 17.6433 0.0036
C -15.5503 4.3522 17.8489 0.0162
C -14.9749 4.7840 19.0752 0.0128
C -13.6473 4.8322 19.3314 0.0155
C -12.7932 4.3003 18.3866 0.1032
O -11.5265 4.1809 18.7541 0.0497
C -13.2854 3.8691 17.1041 0.0233
C -12.3652 3.5345 16.0840 -0.0026
N -11.1432 3.1562 16.3991 0.0117
C -10.0395 3.3826 15.5270 0.0137
C -10.0677 3.1979 14.1750 0.0118
C -8.9103 3.5334 13.4532 -0.0011
C -7.8130 4.1066 14.0076 0.0060
C -7.7587 4.3113 15.4347 -0.0094
C -6.6683 4.7660 16.2238 0.0114
C -6.7303 4.8919 17.5839 -0.0114
C -7.8707 4.3946 18.2647 -0.0003
N -8.8769 3.8814 17.5440 0.0407
C -8.8460 3.8124 16.1972 0.0356
C -14.6797 3.8869 16.8425 -0.0154
H -15.7053 5.1433 19.7281 0.0007
H -13.2894 5.3804 20.2241 0.0019
H -12.6147 3.5862 15.0202 -0.0102
H -10.9204 2.8645 13.6065 0.0000
H -8.7685 3.2300 12.4038 -0.0003
H -6.8685 4.2398 13.4670 -0.0002
H -5.7534 5.0183 15.6545 -0.0005
H -5.8892 5.3148 18.1615 0.0005
H -7.8322 4.3871 19.3117 0.0197
H -15.0898 3.4817 15.9535 -0.0002
N -11.6431 0.3587 15.9050 0.0134
C -12.5356 0.5374 16.9444 0.0055
N -13.7404 0.1378 16.6585 -0.0036
C -14.6860 0.1822 17.6128 0.0025
N -15.9456 -0.1618 17.4254 0.0091
N -14.4137 0.6991 18.8258 0.0073
C -13.2212 1.2481 19.0050 0.0452
N -12.2231 1.2934 18.0676 0.0549
C -12.9901 1.7316 20.3884 -0.0164
C -13.9685 1.7292 21.3531 0.0030
C -13.7095 2.2773 22.6183 -0.0022
C -12.4422 2.7094 22.8408 0.0066
C -11.5148 2.7132 21.7926 0.0127
N -11.7508 2.2121 20.6094 0.1034
H -12.1169 -0.1070 15.1368 -0.0014
H -10.6635 0.6100 15.9829 0.0019
H -16.2837 -0.3808 16.5256 -0.0003
H -16.6406 0.0067 18.1596 -0.0003
H -14.9546 1.3038 21.1816 0.0002
H -14.4469 2.3008 23.3986 0.0002
H -12.0824 2.9769 23.8305 0.0001
H -10.5283 3.0947 21.9558 -0.0041
C -7.0310 0.1938 23.5363 0.0006
C -8.2453 0.6611 22.7741 0.0003
C -9.4437 -0.2238 22.9141 0.0007
O -7.8332 0.7144 21.3317 0.0062
P -7.8781 1.8655 20.3391 0.0171
O -9.2619 2.3635 19.9533 0.1869
C -7.0794 1.0972 18.9088 -0.0041
P -8.2640 0.1394 18.0000 0.0290
O -9.3194 1.1011 17.4591 0.1046
O -8.8545 -0.8959 19.0685 0.0045
C -9.1335 -2.3658 18.8861 0.0002
C -10.4212 -2.4629 18.1432 -0.0008
C -9.2573 -2.9209 20.2528 0.0001
O -7.5922 -0.7314 16.8944 -0.0007
C -6.1444 -0.7001 16.4440 0.0008
C -5.9888 0.3650 15.3527 -0.0011
C -5.9481 -2.1483 15.9763 0.0001
O -6.8979 3.0051 20.7215 0.0118
C -5.5000 3.0117 21.3851 0.0010
C -5.6946 3.4427 22.8465 -0.0001
C -4.6584 3.9242 20.5630 -0.0001
H -7.2280 0.2185 24.6335 0.0001
H -6.2660 0.9117 23.3047 0.0000
H -6.6661 -0.8657 23.2990 -0.0001
H -8.5716 1.6722 23.1311 -0.0007
H -9.2279 -1.2356 22.6334 0.0000
H -10.2615 0.1392 22.3056 -0.0017
H -9.7632 -0.2259 23.9750 0.0000
H -6.2450 0.5615 19.3407 -0.0003
H -6.6931 1.8991 18.2650 0.0030
H -8.2581 -2.7325 18.3518 -0.0001
H -11.2167 -1.8864 18.7165 0.0001
H -10.7250 -3.5468 18.0121 0.0000
H -10.3340 -2.0455 17.1462 0.0000
H -10.1354 -2.5665 20.8118 0.0001
H -8.3083 -2.6457 20.8098 0.0001
H -9.3925 -4.0181 20.2541 -0.0002
H -5.6334 -0.4228 17.3505 -0.0001
H -6.5403 0.0427 14.4758 0.0000
H -4.9172 0.4343 15.0378 0.0000
H -6.3835 1.3751 15.6031 0.0013
H -6.8080 -2.3725 15.3182 0.0000
H -6.0191 -2.8131 16.8244 0.0000
H -5.0326 -2.3912 15.4456 -0.0001
H -5.1253 1.9729 21.2930 -0.0001
H -5.9729 4.4439 22.9589 0.0000
H -4.7544 3.3689 23.4833 0.0000
H -6.4652 2.8273 23.3002 0.0000
H -5.0596 4.9665 20.5421 0.0000
H -4.6475 3.5977 19.5094 0.0001
H -3.5900 4.0078 20.9806 -0.0001
```

=====

In order of appearance, energy above the lowest of the compared OMol25 structures with the same formula, charge and spin = 61.1; 13.3; 430.1; 153.9 kJ/mol.